# 1
{"formula": "C15H24N2O5S", "method": "the ωB97M-V functional and the def2-TZVPD basis", "de_lowest_kcal_mol": 73.9, "lumo_energy_ev": 0.18, "total_charge": 0, "multiplicity": 1, "smiles": "CC[N+]([O-])(CC)CCNC(=O)c1cc(S(C)(=O)=O)ccc1OC", "elements": ["C", "C", "N", "O", "C", "C", "C", "C", "N", "C", "O", "C", "C", "C", "S", "C", "O", "O", "C", "C", "C", "O", "C", "H", "H", "H", "H", "H", "H", "H", "H", "H", "H", "H", "H", "H", "H", "H", "H", "H", "H", "H", "H", "H", "H", "H", "H"], "positions_angstrom": [[-1.729, -2.259, -3.037], [-3.010, -1.541, -2.589], [-3.296, -1.766, -1.149], [-4.411, -1.256, -0.935], [-3.396, -3.203, -0.801], [-4.350, -4.062, -1.671], [-2.247, -1.190, -0.226], [-2.174, 0.337, -0.275], [-1.006, 0.795, 0.498], [0.311, 0.765, 0.060], [0.625, 0.119, -0.915], [1.430, 1.419, 0.829], [2.654, 1.567, 0.168], [3.769, 2.130, 0.796], [5.335, 2.363, -0.126], [6.278, 0.837, 0.122], [6.117, 3.506, 0.365], [4.990, 2.523, -1.541], [3.646, 2.563, 2.101], [2.426, 2.434, 2.795], [1.329, 1.821, 2.183], [0.156, 1.641, 2.848], [-0.266, 2.708, 3.722], [-0.819, -1.897, -2.514], [-1.840, -3.340, -2.872], [-1.570, -2.122, -4.100], [-2.929, -0.480, -2.785], [-3.903, -1.860, -3.150], [-2.414, -3.689, -0.868], [-3.750, -3.242, 0.235], [-4.580, -5.023, -1.160], [-5.293, -3.534, -1.847], [-3.892, -4.251, -2.631], [-1.248, -1.583, -0.503], [-2.438, -1.467, 0.812], [-2.063, 0.675, -1.305], [-3.097, 0.792, 0.109], [-1.164, 1.134, 1.441], [2.738, 1.263, -0.856], [7.058, 0.725, -0.630], [6.721, 0.952, 1.108], [5.604, -0.039, 0.073], [4.520, 3.081, 2.565], [2.390, 2.717, 3.858], [-0.168, 3.647, 3.179], [-1.327, 2.575, 3.979], [0.285, 2.717, 4.640]], "forces_ev_per_angstrom": [[0.04, -0.14, 0.19], [1.53, -0.78, -1.13], [3.11, -1.59, -0.26], [-5.73, 3.21, 1.57], [0.18, -2.47, -0.14], [-0.15, 0.71, 0.56], [1.48, 0.33, -0.34], [0.44, -0.13, -0.26], [0.48, 0.73, 0.47], [-1.07, -0.95, 0.43], [-0.11, -0.11, -1.13], [-0.07, 0.24, 0.87], [0.14, 0.13, 0.32], [0.01, -0.09, -0.13], [0.37, 2.04, -2.07], [-0.71, -0.03, 0.28], [-1.02, -1.82, 0.73], [-0.17, -1.13, 1.37], [0.40, 0.80, 0.86], [0.80, -0.28, 0.20], [0.61, 0.61, -0.45], [-0.41, 0.11, 0.24], [-0.50, -0.04, -0.68], [-0.59, -0.16, -0.29], [0.23, 0.27, -0.08], [0.02, 0.11, -0.23], [-0.06, 0.22, 0.42], [0.38, -0.15, 0.53], [0.03, 0.24, 0.28], [0.19, 0.34, -0.24], [0.33, 0.66, -0.32], [0.15, -0.06, 0.16], [0.06, -0.30, -0.30], [-0.56, 0.14, 0.15], [-0.45, -0.36, -0.28], [0.11, 0.04, 0.03], [0.44, -0.18, 0.05], [0.12, 0.01, -0.45], [-0.14, -0.17, -0.39], [-0.16, 0.42, -0.08], [0.02, -0.23, 0.08], [0.25, 0.55, 0.08], [-0.89, -0.57, -0.26], [-0.07, -0.02, -0.72], [0.11, 0.12, 0.19], [0.36, -0.30, -0.31], [0.48, 0.04, 0.48]], "lowdin_charge": [-0.06, -0.15, -0.50, -0.16, -0.19, -0.06, -0.10, -0.13, 0.08, -0.40, 0.07, -0.03, 0.02, -0.27, 0.68, -0.13, -0.34, -0.34, -0.05, 0.01, -0.22, -0.11, -0.04, 0.08, 0.06, 0.07, 0.11, 0.13, 0.11, 0.13, 0.09, 0.08, 0.05, 0.12, 0.13, 0.12, 0.13, 0.12, 0.12, 0.07, 0.06, 0.08, 0.13, 0.12, 0.11, 0.10, 0.08]}

---

# 2
{"formula": "C15H24N3OS", "method": "the ωB97M-V functional and the def2-TZVPD basis", "de_lowest_kcal_mol": 2.5, "lumo_energy_ev": -2.89, "total_charge": 1, "multiplicity": 1, "smiles": "CCN(CC)CCOc1ccc2nc([NH+](C)C)sc2c1", "elements": ["C", "C", "N", "C", "C", "C", "C", "O", "C", "C", "C", "C", "N", "C", "N", "C", "C", "S", "C", "C", "H", "H", "H", "H", "H", "H", "H", "H", "H", "H", "H", "H", "H", "H", "H", "H", "H", "H", "H", "H", "H", "H", "H", "H"], "positions_angstrom": [[2.931, -1.820, 0.697], [3.889, -1.524, -0.464], [4.386, -0.168, -0.572], [5.058, 0.376, 0.591], [6.304, -0.426, 0.956], [3.604, 0.765, -1.327], [2.318, 1.324, -0.673], [1.255, 0.416, -0.937], [0.013, 0.689, -0.532], [-0.364, 1.837, 0.191], [-1.669, 2.047, 0.570], [-2.640, 1.106, 0.235], [-3.966, 1.168, 0.530], [-4.586, 0.143, 0.079], [-6.016, -0.001, 0.277], [-6.745, -0.012, -1.008], [-6.336, -1.190, 1.093], [-3.642, -1.064, -0.781], [-2.253, -0.051, -0.489], [-0.951, -0.269, -0.871], [3.414, -1.647, 1.655], [2.633, -2.865, 0.653], [2.037, -1.208, 0.637], [4.755, -2.185, -0.376], [3.389, -1.760, -1.406], [4.399, 0.440, 1.473], [5.363, 1.395, 0.336], [6.921, -0.569, 0.074], [6.879, 0.116, 1.702], [6.046, -1.398, 1.366], [3.310, 0.290, -2.267], [4.245, 1.620, -1.564], [2.460, 1.440, 0.407], [2.080, 2.300, -1.113], [0.378, 2.571, 0.456], [-1.955, 2.926, 1.122], [-6.286, 0.843, 0.803], [-7.818, -0.046, -0.829], [-6.505, 0.885, -1.577], [-6.447, -0.887, -1.583], [-6.030, -2.087, 0.557], [-7.406, -1.233, 1.287], [-5.802, -1.143, 2.041], [-0.650, -1.145, -1.420]], "forces_ev_per_angstrom": [[0.20, 0.09, -0.22], [-0.05, -0.13, 0.13], [0.09, 0.06, -0.05], [0.15, -0.12, -0.03], [-0.24, 0.20, 0.01], [-0.42, 0.16, 0.21], [0.61, 0.25, -0.15], [-0.13, -0.26, -0.14], [-0.54, -0.18, 0.04], [0.27, 0.03, -0.04], [-0.23, -0.16, -0.05], [0.97, -0.53, -0.49], [-1.56, -0.23, 0.18], [1.36, 0.13, -0.19], [-0.05, 0.42, 0.24], [-0.51, 0.09, -0.85], [-0.22, -0.74, 0.62], [-0.23, 0.41, 0.28], [-0.22, 0.43, 0.28], [0.43, 0.05, -0.05], [0.02, -0.01, 0.15], [-0.05, -0.13, 0.06], [-0.10, 0.05, 0.05], [-0.09, -0.08, -0.07], [0.08, -0.06, -0.02], [0.03, 0.09, -0.03], [-0.06, 0.00, 0.06], [0.08, -0.03, -0.08], [0.08, -0.02, 0.11], [0.02, -0.14, 0.06], [0.00, 0.12, -0.05], [-0.09, 0.01, -0.04], [-0.07, 0.01, -0.04], [-0.04, -0.06, 0.05], [0.09, 0.05, 0.01], [0.00, 0.13, 0.07], [0.13, -0.12, -0.09], [0.06, -0.03, 0.14], [0.09, -0.02, 0.13], [0.03, 0.02, 0.12], [0.00, 0.12, -0.05], [0.01, 0.11, -0.11], [0.04, 0.11, -0.10], [0.08, -0.10, -0.08]], "lowdin_charge": [-0.07, -0.23, -0.20, -0.26, -0.08, -0.16, -0.15, -0.04, -0.25, 0.01, 0.01, -0.31, 0.15, -0.59, -0.17, 0.01, 0.01, 1.13, -0.44, 0.01, 0.07, 0.07, 0.05, 0.11, 0.12, 0.11, 0.12, 0.08, 0.07, 0.06, 0.13, 0.12, 0.13, 0.13, 0.11, 0.12, 0.20, 0.11, 0.12, 0.10, 0.10, 0.11, 0.12, 0.13]}

---

# 3
{"formula": "C15H24N6Os", "method": "the ωB97M-V functional and the def2-TZVPD basis", "lumo_energy_ev": [-16.57, -16.68], "total_charge": 4, "multiplicity": 1, "elements": ["Os", "C", "C", "N", "C", "C", "C", "C", "C", "C", "C", "N", "C", "C", "N", "N", "H", "H", "H", "H", "H", "H", "H", "H", "H", "H", "H", "H", "H", "H", "H", "H", "H", "H", "C", "N", "C", "C", "N", "C", "H", "H", "H", "H", "H", "H"], "positions_angstrom": [[0.087, 0.018, -0.153], [-2.407, -1.491, 0.291], [-2.537, -0.206, 1.074], [-1.769, 0.878, 0.353], [-1.582, 2.089, 1.216], [-0.445, 1.796, 2.150], [-0.200, 2.435, 3.332], [0.954, 2.099, 4.046], [1.831, 1.130, 3.557], [1.540, 0.510, 2.370], [2.405, -0.549, 1.750], [1.748, -1.137, 0.516], [1.256, -2.567, 0.666], [-0.203, -2.556, 1.069], [-0.936, -1.740, 0.023], [0.412, 0.841, 1.671], [-2.901, -1.413, -0.678], [-2.832, -2.350, 0.813], [-2.105, -0.293, 2.073], [-3.581, 0.094, 1.181], [-2.307, 1.160, -0.471], [-2.513, 2.319, 1.737], [-1.339, 2.936, 0.570], [-0.879, 3.192, 3.703], [1.165, 2.593, 4.988], [2.723, 0.863, 4.112], [2.623, -1.352, 2.455], [3.362, -0.116, 1.453], [2.480, -1.163, -0.198], [1.876, -3.107, 1.382], [1.378, -3.053, -0.305], [-0.368, -2.087, 2.041], [-0.631, -3.560, 1.090], [-0.866, -2.270, -0.852], [1.396, 1.074, -5.332], [0.605, 0.591, -4.166], [-0.703, 0.096, -4.245], [-1.094, -0.214, -2.996], [-0.032, 0.064, -2.118], [0.980, 0.580, -2.920], [0.955, 0.650, -6.230], [2.422, 0.732, -5.228], [1.337, 2.161, -5.359], [-1.214, 0.015, -5.194], [-2.036, -0.617, -2.669], [1.942, 0.926, -2.566]], "forces_ev_per_angstrom": [[0.97, -0.19, -0.57], [0.18, 0.05, -0.02], [0.04, 0.06, -0.03], [-0.16, -0.21, -0.04], [0.00, -0.05, -0.07], [0.02, -0.11, -0.18], [0.05, 0.05, 0.14], [0.06, -0.01, 0.04], [-0.05, 0.14, 0.18], [-0.05, -0.13, -0.21], [-0.05, -0.01, -0.03], [-0.15, -0.19, 0.34], [0.05, 0.00, -0.04], [-0.07, 0.08, -0.01], [-0.10, 0.03, -0.11], [-0.14, 0.19, 0.04], [-0.03, -0.04, 0.01], [-0.01, 0.04, 0.06], [-0.04, -0.01, 0.01], [0.00, -0.03, -0.01], [0.04, 0.03, 0.01], [0.02, 0.02, 0.04], [-0.02, 0.03, 0.02], [-0.01, 0.00, 0.00], [0.01, -0.01, 0.00], [0.01, 0.00, 0.01], [0.00, 0.02, 0.04], [0.02, 0.00, 0.01], [-0.07, 0.06, -0.07], [-0.04, 0.00, 0.02], [0.03, -0.01, 0.02], [-0.01, -0.03, 0.01], [0.06, -0.02, 0.02], [-0.01, 0.00, 0.02], [-0.02, -0.06, -0.01], [0.16, 0.04, 0.16], [-0.18, -0.07, 0.07], [0.02, 0.00, -0.22], [-0.66, 0.18, 0.48], [0.10, 0.12, -0.12], [0.02, 0.01, 0.00], [0.01, 0.06, 0.00], [0.02, -0.01, -0.03], [-0.02, -0.01, 0.01], [-0.01, -0.02, -0.01], [0.01, 0.00, -0.02]], "lowdin_charge": [1.68, -0.09, -0.11, -0.15, -0.06, -0.22, 0.07, 0.10, 0.07, -0.20, -0.05, -0.14, -0.11, -0.11, -0.15, -0.05, 0.13, 0.16, 0.14, 0.17, 0.16, 0.17, 0.16, 0.16, 0.16, 0.16, 0.16, 0.16, 0.15, 0.16, 0.15, 0.14, 0.17, 0.15, 0.09, -0.03, 0.07, -0.06, -0.18, -0.05, 0.12, 0.12, 0.13, 0.17, 0.12, 0.17]}